Formula: C9H33CaN8O8
Source: OMol25
Level of theory: ωB97M-V/def2-TZVPD

Output
- E_LUMO: -3.767 eV
- Highest occupied orbital energy: -11.2 eV
- Charge: +1

Each line ends with the Löwdin charge.
Element x y z (Å)
Ca1 1.168 1.725 2.652  1.61
C1 0.714 -1.226 0.354  -0.08
C2 0.829 0.145 -0.316  -0.47
O1 0.611 1.222 0.491  -0.46
H1 1.354 -1.324 1.231  0.04
H2 0.930 -2.035 -0.352  0.08
H3 -0.327 -1.436 0.641  0.06
H4 0.251 0.171 -1.256  0.10
H5 1.863 0.107 -0.727  0.07
C3 2.123 3.503 -1.533  -0.17
O2 0.718 3.469 -1.329  -0.14
H6 2.495 2.519 -1.848  0.07
H7 2.376 4.242 -2.286  0.08
H8 2.664 3.737 -0.603  0.07
H9 0.578 2.773 -0.669  0.01
C4 -3.879 -2.185 -1.361  -0.12
O3 -2.790 -1.370 -1.773  -0.14
H10 -3.546 -3.190 -1.074  0.08
H11 -4.311 -1.772 -0.442  0.06
H12 -4.603 -2.300 -2.160  0.09
H13 -2.342 -1.000 -1.001  0.04
C5 -4.465 1.475 -2.655  -0.16
O4 -3.074 1.193 -2.818  -0.15
H14 -4.545 2.558 -2.644  0.08
H15 -5.047 1.131 -3.524  0.08
H16 -4.899 0.923 -1.812  0.06
H17 -2.939 0.235 -2.702  0.03
C6 2.060 -0.551 -4.490  -0.66
O5 2.483 -1.065 -5.514  0.03
N1 2.562 -0.905 -3.247  0.15
N2 0.991 0.303 -4.464  0.16
H18 3.157 -1.693 -3.104  0.09
H19 2.301 -0.363 -2.447  0.03
H20 0.688 0.743 -3.616  0.08
H21 0.615 0.667 -5.317  0.11
C7 4.289 0.417 1.943  -0.60
O6 3.245 1.090 2.031  -0.17
N3 5.463 0.839 2.487  0.19
N4 4.278 -0.814 1.385  0.21
H22 5.643 1.763 2.823  0.12
H23 6.193 0.150 2.511  0.11
H24 5.111 -1.367 1.300  0.12
H25 3.452 -1.113 0.897  0.10
C8 0.649 -1.312 4.273  -0.60
O7 1.218 -0.411 3.621  -0.16
N5 -0.691 -1.534 4.174  0.19
N6 1.378 -2.226 4.981  0.18
H26 -1.093 -2.412 4.447  0.11
H27 -1.218 -0.959 3.517  0.05
H28 1.028 -3.075 5.381  0.11
H29 2.374 -2.097 5.001  0.11
C9 -3.179 0.253 1.752  -0.61
O8 -2.390 0.089 2.686  -0.02
N7 -2.766 0.645 0.506  0.19
N8 -4.541 0.152 1.898  0.17
H30 -1.780 0.849 0.345  0.09
H31 -3.443 0.946 -0.175  0.08
H32 -4.878 -0.137 2.802  0.11
H33 -5.109 -0.163 1.131  0.09



Formula: C20H30F3O18V2
Source: OMol25
Level of theory: ωB97M-V/def2-TZVPD

Output
- E_LUMO: -6.997 eV
- Highest occupied orbital energy: -12.2 eV
- Charge: +1

Each line ends with the Löwdin charge.
Element x y z (Å)
O1 0.770 0.263 -2.500  -0.23
V1 -0.702 -0.277 -2.457  1.11
O2 -1.585 1.018 -2.829  -0.26
O3 -1.071 -5.021 -1.309  -0.21
V2 -2.409 -4.241 -1.363  1.18
O4 -3.335 -4.597 -0.143  -0.22
C1 -1.485 -1.151 0.107  -0.35
O5 -1.006 0.120 -0.376  -0.19
O6 -1.725 -1.853 -1.054  -0.25
C2 -0.490 -1.894 1.039  -0.56
F1 0.577 -2.405 0.425  0.17
F2 -0.004 -1.116 1.995  0.19
F3 -1.164 -2.943 1.590  0.12
C3 -1.362 1.375 0.265  -0.14
C4 -0.608 2.539 -0.397  -0.05
H1 -1.214 3.450 -0.423  0.08
H2 0.237 2.818 0.234  0.08
H3 -0.276 2.526 -1.432  0.04
H4 -1.288 1.328 1.349  0.14
H5 -2.424 1.446 0.012  0.13
H6 -2.384 -1.097 0.729  0.18
C5 0.046 -6.429 3.607  -0.02
C6 -1.298 -5.959 4.193  -0.32
C7 -2.393 -5.782 3.150  -0.10
O7 -3.421 -6.550 3.780  0.05
C8 -2.895 -7.484 4.627  -0.55
O8 -3.443 -8.515 4.843  0.18
O9 -1.711 -7.019 5.043  0.09
H7 0.378 -5.626 2.945  0.08
H8 -0.085 -7.458 3.276  0.10
H9 0.834 -6.477 4.360  0.09
H10 -1.073 -5.130 4.866  0.15
H11 -2.104 -6.173 2.172  0.12
H12 -2.692 -4.744 3.017  0.12
C9 -4.936 4.857 -5.471  -0.02
C10 -5.501 5.156 -4.095  -0.29
C11 -6.005 3.948 -3.319  -0.09
O10 -4.966 3.601 -2.398  0.06
C12 -4.114 4.658 -2.344  -0.57
O11 -3.328 4.808 -1.452  0.14
O12 -4.391 5.553 -3.285  0.08
H13 -4.399 5.771 -5.732  0.09
H14 -5.712 4.926 -6.242  0.09
H15 -4.446 3.902 -5.639  0.09
H16 -6.101 6.066 -4.087  0.16
H17 -6.242 3.176 -4.049  0.13
H18 -6.870 4.178 -2.694  0.14
C13 2.128 3.388 -2.440  -0.03
C14 3.532 3.485 -3.022  -0.25
C15 4.391 4.654 -2.452  -0.08
O13 4.972 4.135 -1.272  0.09
C16 4.986 2.818 -1.377  -0.61
O14 5.605 2.114 -0.621  0.15
O15 4.253 2.410 -2.398  0.08
H19 1.987 3.428 -1.362  0.09
H20 1.550 2.592 -2.909  0.06
H21 1.578 4.295 -2.724  0.10
H22 3.508 3.439 -4.107  0.16
H23 3.789 5.537 -2.235  0.13
H24 5.206 4.985 -3.098  0.14
C17 3.352 -0.289 3.094  -0.01
C18 4.833 -0.581 2.777  -0.30
C19 5.669 -1.402 3.735  -0.11
O16 6.133 -2.464 2.943  0.05
C20 5.585 -2.425 1.679  -0.55
O17 5.717 -3.307 0.897  0.17
O18 4.914 -1.274 1.524  0.08
H25 2.753 -1.190 2.952  0.08
H26 3.136 0.572 2.469  0.08
H27 3.250 -0.151 4.173  0.08
H28 5.302 0.368 2.508  0.15
H29 5.116 -1.754 4.611  0.13
H30 6.574 -0.925 4.119  0.14



Formula: C14H18NO6
Source: OMol25
Level of theory: ωB97M-V/def2-TZVPD

Output
- E_LUMO: 2.203 eV
- Highest occupied orbital energy: -2.3 eV
- Charge: -1

Each line ends with the Löwdin charge.
Element x y z (Å)
C1 2.844 4.307 0.943  0.01
C2 3.257 3.236 1.363  -0.29
C3 3.768 2.008 1.822  -0.21
C4 3.429 1.685 3.206  -0.28
C5 4.354 1.652 4.250  -0.07
C6 3.951 1.340 5.535  -0.12
C7 2.616 1.081 5.779  -0.22
N1 1.695 1.098 4.809  0.03
C8 2.103 1.382 3.577  -0.12
H1 2.428 5.281 0.890  -0.03
H2 4.845 1.946 1.657  0.05
H3 5.389 1.883 4.033  0.10
H4 4.677 1.310 6.335  0.08
H5 2.278 0.848 6.779  0.07
H6 1.352 1.382 2.799  0.10
C9 1.732 2.045 -1.493  -0.03
O1 0.926 0.857 -1.653  0.00
C10 -0.099 0.765 -0.822  -0.62
O2 -0.463 1.574 -0.016  0.13
O3 -0.705 -0.419 -1.048  -0.03
C11 -1.837 -0.647 -0.210  -0.05
H7 2.502 1.973 -2.257  0.09
H8 1.131 2.936 -1.655  0.09
H9 2.192 2.084 -0.509  0.05
H10 -2.599 0.114 -0.373  0.10
H11 -1.545 -0.652 0.838  0.10
H12 -2.225 -1.623 -0.491  0.08
C12 -6.164 -4.131 -3.887  -0.05
O4 -5.301 -3.010 -3.704  0.00
C13 -4.001 -3.320 -3.676  -0.63
O5 -3.549 -4.430 -3.794  0.12
O6 -3.311 -2.203 -3.498  0.01
C14 -1.887 -2.378 -3.441  -0.03
H13 -7.173 -3.729 -3.889  0.09
H14 -5.959 -4.625 -4.835  0.09
H15 -6.049 -4.844 -3.073  0.10
H16 -1.519 -2.804 -4.372  0.10
H17 -1.615 -3.022 -2.607  0.10
H18 -1.462 -1.393 -3.287  0.09



Number 1: DFT total energy -2080.29937 hartree. Number 2: DFT total energy -4321.68720 hartree. Number 3: DFT total energy -1050.41568 hartree.